The molecule C3H8N2, computed with ωB97M-V with the def2-TZVPD basis set.

Positions of all 13 atoms, in Å:
H  -2.229088  0.759750  -0.179166
N  -2.321612  -0.269045  0.068880
C  -1.142728  -0.807554  -0.105599
N  0.041187  -0.111770  -0.117244
C  1.309382  -0.885717  -0.015382
C  0.161545  1.390417  -0.023671
H  -1.119999  -1.886705  -0.040746
H  2.137578  -0.205261  0.494486
H  1.650051  -1.325985  -0.941948
H  1.044392  -1.666713  0.830107
H  -0.825685  1.655162  -0.643800
H  1.196318  1.695548  -0.487167
H  0.098653  1.657871  1.161254

Cartesian forces, eV/Å:
-0.44 -1.36 0.98
1.37 0.61 -1.75
-1.58 2.25 1.56
2.11 -0.05 -0.72
-0.51 0.54 3.78
-1.34 -1.47 0.38
0.61 -0.20 -0.09
-1.68 -1.40 -1.34
0.11 -0.10 -0.11
1.09 0.95 -1.95
2.64 0.72 1.45
-2.40 -0.36 0.81
0.03 -0.12 -2.99

As for the spin multiplicity: 1. As for the SMILES: [H]/N=C\N(C)C. The total energy is -228.5400 a.u. For the HOMO energy, the calculation gives -8.43 eV. As for the gap between HOMO and LUMO: 9.219 eV. The value obtained for the LUMO energy is 0.79 eV. The value obtained for the maximum force is 0.075 Eh/bohr.

These are the Mulliken partial charges, in e, on atoms 1 to 5:
1 H 0.19
2 N -0.67
3 C 0.17
4 N -0.02
5 C -0.93

A structure of composition C36H56N2O2P4Ta, computed with ωB97M-V with the def2-TZVPD basis set.

Positions of all 101 atoms, in Å:
Ta  0.082043  0.407937  -0.027297
C  -1.461813  -0.087782  3.590376
C  -0.418853  1.005239  3.833699
C  0.082770  0.951864  5.276723
P  0.943159  0.792523  2.560207
C  2.278066  2.051746  2.995786
C  3.667845  1.450487  3.198627
C  2.279053  3.206040  1.980758
C  1.542707  -0.900562  2.790126
C  2.273711  -1.307674  3.903464
C  2.795258  -2.586010  3.973825
C  2.605037  -3.455086  2.912280
C  1.825983  -3.085934  1.831771
C  1.235919  -1.818349  1.763608
N  0.380212  -1.413197  0.720499
C  -0.154209  -2.512973  -0.013966
C  -0.815337  -3.527056  0.678955
C  -1.251395  -4.663472  0.023381
C  -1.029920  -4.804337  -1.340257
C  -0.436861  -3.776780  -2.054106
C  -0.006463  -2.615657  -1.411163
P  0.732833  -1.175602  -2.270174
C  -0.166064  -1.012276  -3.905275
C  -1.672034  -0.884602  -3.729767
C  0.388373  0.169961  -4.697755
C  2.472072  -1.727180  -2.811499
C  2.469527  -2.538909  -4.109751
C  3.177554  -2.520932  -1.703403
H  -2.334624  0.086586  4.218001
H  -1.052579  -1.064132  3.854202
H  -1.776279  -0.110684  2.543480
H  -0.849565  1.999641  3.652762
H  0.411862  -0.047747  5.551078
H  -0.738039  1.216843  5.940707
H  0.882837  1.660643  5.479971
H  1.954645  2.455213  3.957338
H  3.995056  0.793046  2.395424
H  3.715249  0.884066  4.121175
H  4.387943  2.260086  3.292881
H  1.819217  2.928951  1.032374
H  3.295679  3.532542  1.778352
H  1.756497  4.073640  2.380182
H  2.435959  -0.622666  4.718980
H  3.361724  -2.891871  4.836635
H  3.057103  -4.433294  2.927856
H  1.676382  -3.794875  1.032658
H  -0.949631  -3.422939  1.746261
H  -1.744381  -5.444424  0.580458
H  -1.324099  -5.711652  -1.842529
H  -0.309980  -3.877593  -3.121773
H  0.043326  -1.943549  -4.441925
H  -1.917516  -0.100136  -3.010152
H  -2.112400  -1.830042  -3.423787
H  -2.124604  -0.614891  -4.681522
H  0.037863  1.116790  -4.293982
H  0.047083  0.107968  -5.728382
H  1.475622  0.197939  -4.715561
H  3.012476  -0.794460  -3.012239
H  1.888669  -3.453168  -4.020314
H  3.495110  -2.832783  -4.321567
H  2.138482  -1.967279  -4.971442
H  2.467479  -3.072826  -1.091668
H  3.807788  -1.907210  -1.061779
H  3.836742  -3.255514  -2.157362
C  -4.039633  0.064048  1.072580
P  -2.734470  -0.107942  -0.214306
C  -3.358204  -1.688491  -0.914071
C  -3.146463  1.329499  -1.279589
C  -4.036690  1.225966  -2.342421
C  -4.304559  2.319777  -3.149772
C  -3.670129  3.525233  -2.907918
C  -2.804960  3.652235  -1.833996
C  -2.547141  2.571298  -0.996745
P  -1.485837  2.763140  0.485866
C  -0.657012  4.378220  0.242167
C  -2.673912  3.256713  1.819399
H  -4.984772  -0.106463  0.552449
H  -4.073498  1.051778  1.516733
H  -3.932375  -0.689191  1.849855
H  -4.321615  -1.546426  -1.403263
H  -3.502396  -2.367337  -0.072061
H  -2.663088  -2.152542  -1.603002
H  -4.517146  0.285497  -2.561694
H  -5.003065  2.226994  -3.965176
H  -3.848536  4.371391  -3.551300
H  -2.337256  4.607998  -1.664149
H  -0.011298  4.368496  -0.633064
H  -0.060775  4.613713  1.122930
H  -1.418684  5.152944  0.141500
H  -3.626961  3.555832  1.385711
H  -2.254654  4.110550  2.348554
H  -2.833923  2.457732  2.535655
N  2.808462  0.650681  -0.185109
C  3.015646  1.612989  -1.271866
C  1.655437  2.036920  -1.857237
O  1.506649  2.434387  -2.973577
O  0.669565  1.893132  -0.996648
H  3.330520  0.922683  0.645248
H  3.140952  -0.275032  -0.445048
H  3.636651  1.223248  -2.082999
H  3.498902  2.528684  -0.918095

Cartesian forces, eV/Å:
-0.88 -0.37 1.20
0.08 0.20 -0.04
0.11 -0.03 -0.36
0.10 0.09 -0.08
-0.04 -0.17 0.20
-0.24 -0.18 -0.32
-0.06 0.03 0.20
-0.10 0.08 -0.01
-0.21 0.11 -0.33
-0.05 -0.04 -0.11
0.01 0.01 0.01
-0.03 0.13 0.10
-0.21 0.25 -0.34
1.11 0.07 1.19
0.12 -0.05 0.12
-0.48 -0.50 -0.89
-0.13 0.11 0.01
0.12 0.19 0.08
0.03 0.06 -0.16
-0.09 -0.01 -0.02
0.18 0.48 0.34
-0.20 -0.75 -0.25
-0.05 0.24 0.33
0.16 -0.14 0.05
0.08 -0.02 0.02
-0.01 0.39 0.28
-0.09 0.16 -0.06
-0.12 0.08 0.00
-0.07 0.00 0.00
-0.01 -0.01 -0.05
-0.08 -0.06 0.03
0.08 -0.13 -0.09
0.02 -0.05 -0.01
-0.10 -0.02 0.02
0.05 0.00 0.05
-0.04 -0.10 -0.06
0.06 -0.07 -0.03
0.11 -0.11 0.01
0.04 0.08 -0.04
0.00 0.10 -0.05
0.12 0.03 -0.02
-0.07 0.00 -0.07
0.07 0.04 0.08
0.10 -0.04 0.13
0.03 -0.14 0.01
-0.02 -0.08 -0.02
-0.04 -0.05 0.10
-0.05 -0.10 0.05
-0.08 -0.08 -0.10
0.00 -0.03 -0.11
0.08 0.07 0.17
-0.03 -0.05 -0.10
-0.07 0.03 0.03
-0.02 0.08 -0.09
-0.02 0.03 0.06
-0.05 -0.07 -0.09
0.09 0.05 -0.04
-0.04 -0.07 0.03
-0.10 -0.11 -0.01
0.11 -0.02 0.06
-0.13 -0.02 -0.03
0.04 -0.06 0.11
0.01 0.00 0.12
0.11 -0.03 -0.01
0.42 -0.05 0.25
-0.33 0.31 -0.45
0.41 0.15 -0.06
0.13 -0.26 0.03
0.01 -0.02 0.06
0.00 -0.04 0.08
0.01 0.00 0.01
0.02 0.01 0.03
0.26 -0.27 0.08
-0.67 0.31 -0.09
0.28 -0.38 0.01
0.35 -0.39 0.04
0.08 0.01 -0.08
0.07 0.05 0.04
0.00 -0.03 0.06
0.00 0.11 0.04
0.02 0.09 0.04
0.00 0.01 0.03
-0.06 -0.12 -0.04
-0.07 -0.03 -0.13
-0.05 0.12 -0.06
0.04 0.09 0.02
-0.03 0.05 -0.04
-0.03 -0.04 -0.01
0.00 -0.09 0.01
0.03 -0.03 -0.10
0.06 0.01 0.04
-0.10 -0.06 0.09
-0.67 -0.42 0.05
-0.38 0.31 -0.26
2.40 0.37 -1.85
-0.10 0.00 0.62
-0.97 0.83 0.17
-0.23 -0.07 -0.09
0.01 0.13 0.05
-0.13 0.04 0.12
-0.01 -0.13 0.06

As for the spin multiplicity: 1. The total energy is -3087.0058 a.u. For the HOMO energy, the calculation gives -16.03 eV. As for the gap between HOMO and LUMO: 5.964 eV. Its total charge is +3. The value obtained for the LUMO energy is -10.07 eV. The value obtained for the maximum force is 0.059 Eh/bohr.

These are the Mulliken partial charges, in e, on atoms 1 to 5:
1 Ta 0.94
2 C -1.57
3 C 0.56
4 C -1.45
5 P 0.41

The ion C9H13N2 with charge +1, computed with ωB97M-V with the def2-TZVPD basis set.

Positions of all 24 atoms, in Å:
C  -2.837139  1.270695  -0.048763
C  -1.644814  0.282185  0.295838
C  -2.021779  -1.164158  0.031363
C  -1.131383  -2.188974  0.000348
C  0.304325  -1.897451  -0.011746
C  0.695485  -0.648397  -0.235302
C  -0.339546  0.563933  -0.434758
N  0.508595  1.723861  -0.063946
C  1.748037  1.284401  0.054088
N  1.921758  0.001191  -0.059567
C  3.282517  -0.559180  0.107596
H  -2.598800  1.614830  -1.099194
H  -2.702624  2.198564  0.618253
H  -3.902222  0.836498  0.078331
H  -1.435375  0.529119  1.432572
H  -3.009556  -1.280035  0.181235
H  -1.362684  -3.185735  -0.033423
H  1.135887  -2.544647  0.132954
H  -0.386064  0.839319  -1.535690
H  0.398503  2.692636  -0.359351
H  2.644058  1.997619  0.265189
H  3.125044  -1.226221  0.897645
H  3.535628  -1.203254  -0.695458
H  4.072152  0.063208  0.481786

Cartesian forces, eV/Å:
0.92 0.86 -0.08
-0.18 1.32 1.22
3.84 -0.12 1.08
0.41 2.99 -0.42
0.50 1.42 -0.39
-2.32 2.01 0.27
1.02 -0.21 -1.80
0.80 -0.20 1.12
1.70 2.49 0.40
2.02 0.80 -0.24
-1.61 -1.06 0.58
-1.04 -0.33 0.89
-0.53 -1.36 -0.99
1.99 0.68 -0.30
-0.22 -1.19 -1.80
-3.30 -1.08 0.08
-1.09 -2.19 -0.08
-0.05 -1.28 0.31
-1.01 -1.36 0.68
-0.50 -0.42 0.26
-1.80 -1.43 -0.59
0.10 -1.35 1.49
0.41 -0.01 -1.18
-0.06 1.03 -0.50

As for the spin multiplicity: 1. As for the SMILES: C[C@H]1C=CC=C2[C@@H]1[NH+]=CN2C. The total energy is -459.9368 a.u. For the HOMO energy, the calculation gives -12.13 eV. As for the gap between HOMO and LUMO: 8.450 eV. Its total charge is +1. The value obtained for the LUMO energy is -3.68 eV. The value obtained for the maximum force is 0.078 Eh/bohr.

These are the Mulliken partial charges, in e, on atoms 1 to 5:
1 C -1.15
2 C 0.72
3 C -0.76
4 C -0.65
5 C -0.34